a | {
  "formula": "CH4O3",
  "method": "the ωB97M-V functional and the def2-TZVPD basis",
  "species": ["C", "O", "O", "O", "H", "H", "H", "H"],
  "xyz": [[-0.6359, -1.3836, -0.5910], [-0.9363, -2.3538, -0.0665], [-1.3587, 1.8373, -0.0432], [-0.3203, -0.4148, -1.1126], [2.6374, -0.9429, 1.0641], [2.4486, -0.3735, 1.5582], [-0.4485, 1.6299, 0.1788], [-1.3864, 2.0014, -0.9877]]
}

b | {
  "formula": "CH4O3",
  "method": "the ωB97M-V functional and the def2-TZVPD basis",
  "species": ["O", "C", "O", "H", "H", "O", "H", "H"],
  "xyz": [[-1.6441, 1.0293, 0.2410], [-1.7433, -0.1103, -0.1110], [-0.7174, -0.9532, -0.3236], [-2.7227, -0.4758, -0.4507], [0.1027, -0.4423, -0.3495], [1.8572, 0.2260, 0.3272], [2.3003, 0.9142, 0.8299], [2.5674, -0.1881, -0.1633]]
}

c | {
  "formula": "CH4O3",
  "method": "the ωB97M-V functional and the def2-TZVPD basis",
  "species": ["C", "O", "O", "O", "H", "H", "H", "H"],
  "xyz": [[-1.1006, -0.6452, 0.5225], [-1.3371, -1.5248, -0.2553], [-2.6750, 0.6677, -0.4600], [-1.6968, 0.5303, 0.5402], [-0.3664, -0.6691, 1.3384], [1.4570, 0.3380, -0.3578], [-2.6376, -0.1978, -0.9287], [2.1356, 0.2487, 0.0123]]
}

d | {
  "formula": "CH4O3",
  "method": "the ωB97M-V functional and the def2-TZVPD basis",
  "species": ["O", "C", "O", "O", "H", "H", "H", "H"],
  "xyz": [[-0.4882, -1.0579, 0.2603], [0.0469, 0.0195, -0.4413], [-0.5776, 1.2001, -0.1624], [1.4835, 0.0156, 0.0192], [-1.4424, -1.1299, 0.1298], [0.0502, -0.1124, -1.5251], [-0.5563, 1.3656, 0.7933], [1.4840, -0.3007, 0.9263]]
}

Stability summary - winner: b; margin: 28.6 kJ/mol.

a | {
  "formula": "C3H12N4O",
  "method": "the ωB97M-V functional and the def2-TZVPD basis",
  "species": ["C", "N", "N", "N", "O", "H", "H", "H", "H", "H", "C", "N", "C", "H", "H", "H", "H", "H", "H", "H"],
  "xyz": [[-3.2334, -0.9349, 0.0358], [-1.8170, -0.5628, -0.0978], [-1.6323, 0.2071, -1.2986], [-0.9944, -1.5842, -0.0846], [-0.9192, -2.0776, 1.0476], [-3.5702, -1.5867, -0.7803], [-3.8653, -0.0387, 0.0409], [-3.4204, -1.4489, 0.9865], [-2.2167, 1.0404, -1.3017], [-1.8490, -0.3361, -2.1337], [3.0777, -0.0802, 0.8883], [1.8720, 0.2459, 0.1483], [1.8473, 1.6384, -0.2648], [3.0278, -1.1203, 1.2259], [3.1973, 0.5543, 1.7721], [3.9631, 0.0170, 0.2523], [1.0479, 0.0456, 0.7178], [2.6519, 1.8497, -0.9757], [0.8999, 1.8548, -0.7681], [1.9330, 2.3173, 0.5898]]
}

b | {
  "formula": "C3H12N4O",
  "method": "the ωB97M-V functional and the def2-TZVPD basis",
  "species": ["C", "C", "N", "C", "N", "O", "H", "H", "H", "H", "H", "H", "H", "H", "N", "N", "H", "H", "H", "H"],
  "xyz": [[-2.1266, 0.1904, 0.3762], [1.8329, 1.0249, -0.0579], [-0.9312, 0.2755, -0.4634], [0.7531, 0.1078, 0.4911], [-1.0306, 1.4249, -1.3010], [0.5104, 0.0354, 1.6975], [-0.2981, 1.3832, -1.9997], [-0.8898, 2.2746, -0.7534], [-2.0462, -0.6967, 1.0003], [-3.0007, 0.1203, -0.2692], [-2.2047, 1.0437, 1.0576], [1.9191, 0.9878, -1.1452], [2.7868, 0.7032, 0.3592], [1.6509, 2.0475, 0.2709], [0.8840, -1.3112, -0.2560], [0.6284, -2.4745, 0.5246], [-0.3469, -2.7073, 0.3395], [0.6313, -2.1442, 1.4964], [1.7358, -1.4345, -0.7921], [-0.4580, -0.8508, -0.5754]]
}

Stability summary - winner: b; margin: 34.3 kJ/mol.

a | {
  "formula": "C12H36O6S6",
  "method": "the ωB97M-V functional and the def2-TZVPD basis",
  "species": ["C", "S", "O", "C", "H", "H", "H", "H", "H", "H", "C", "S", "O", "C", "H", "H", "H", "H", "H", "H", "C", "S", "O", "C", "H", "H", "H", "H", "H", "H", "C", "S", "O", "C", "H", "H", "H", "H", "H", "H", "C", "S", "O", "C", "H", "H", "H", "H", "H", "H", "C", "S", "O", "C", "H", "H", "H", "H", "H", "H"],
  "xyz": [[3.1561, -2.0191, 0.3706], [3.1122, -1.5537, 1.9894], [2.8921, 0.0032, 2.1973], [1.6806, -2.3180, 2.5911], [3.2940, -2.9981, 0.0333], [4.0164, -1.4457, -0.1358], [2.2564, -1.7027, -0.1318], [0.5002, -2.1192, 2.1867], [1.6261, -2.2682, 3.8135], [1.9101, -3.3246, 2.3561], [-6.5512, 1.2688, 0.9019], [-5.0164, 0.8107, -0.0618], [-5.2117, -0.6224, -0.3606], [-5.2026, 1.6667, -1.6344], [-6.6345, 2.3292, 0.8002], [-6.4833, 0.9771, 1.8987], [-7.3306, 0.8275, 0.2479], [-5.8215, 1.1586, -2.3144], [-4.1205, 1.8139, -2.1346], [-5.5593, 2.6553, -1.4184], [3.5022, -1.6090, -3.9098], [4.4456, -0.8637, -5.2683], [4.3503, -1.7404, -6.4781], [3.3447, 0.5367, -5.4112], [4.1897, -2.1554, -3.4437], [2.4892, -2.1027, -4.3739], [3.1479, -0.8334, -3.3743], [3.8738, 1.3619, -6.1592], [3.1903, 0.9950, -4.4282], [2.3196, 0.2147, -5.6823], [1.3303, 2.0227, -1.7752], [-0.2317, 2.2782, -1.0800], [-1.3348, 1.5110, -1.7917], [0.0673, 1.1955, 0.3564], [1.5477, 1.0655, -1.8080], [1.9998, 2.3635, -1.2196], [1.3323, 2.6529, -2.7830], [0.1279, 0.0062, -0.1013], [-0.7987, 1.2666, 1.0395], [0.9553, 1.4090, 0.9413], [2.8859, 3.7090, 3.9432], [2.0294, 3.0339, 5.2762], [1.2344, 4.2128, 5.9705], [0.6922, 2.1888, 4.3203], [3.4954, 3.0148, 3.3267], [3.4803, 4.5396, 4.2722], [2.1271, 4.3441, 3.1458], [1.1445, 1.2420, 3.9569], [0.2565, 2.6957, 3.5153], [0.0100, 1.9091, 5.1474], [-1.7308, -2.5915, -0.7558], [-2.8970, -3.8202, -0.2695], [-2.2718, -5.2262, -0.7698], [-3.0893, -3.7872, 1.4466], [-0.7727, -2.8870, -0.3546], [-1.9643, -1.6353, -0.3392], [-1.5505, -2.4786, -1.9297], [-2.2510, -3.8381, 2.0439], [-3.7447, -4.5158, 1.8040], [-3.4444, -2.8238, 1.8052]]
}

b | {
  "formula": "C12H36O6S6",
  "method": "the ωB97M-V functional and the def2-TZVPD basis",
  "species": ["C", "S", "O", "C", "H", "H", "H", "H", "H", "H", "C", "S", "O", "C", "H", "H", "H", "H", "H", "H", "C", "S", "O", "C", "H", "H", "H", "H", "H", "H", "C", "S", "O", "C", "H", "H", "H", "H", "H", "H", "C", "S", "O", "C", "H", "H", "H", "H", "H", "H", "C", "S", "O", "C", "H", "H", "H", "H", "H", "H"],
  "xyz": [[0.3845, 2.4650, 4.1328], [-0.9519, 3.5328, 4.6506], [-1.4933, 4.1301, 3.4039], [-2.0572, 2.2320, 5.1938], [0.6388, 1.7001, 4.8647], [1.2649, 3.0859, 3.9568], [0.1255, 2.0173, 3.1678], [-2.9289, 2.7042, 5.6357], [-1.5057, 1.6329, 5.9212], [-2.2976, 1.5529, 4.3764], [0.9923, -5.1386, -2.0953], [1.6791, -5.1663, -0.4407], [0.9266, -4.1610, 0.3502], [1.0675, -6.8033, -0.0034], [1.4654, -5.9179, -2.6966], [1.1375, -4.1653, -2.5579], [-0.0742, -5.3611, -2.0263], [1.8270, -7.5183, -0.3270], [0.1205, -7.0344, -0.4842], [1.0045, -6.8272, 1.0816], [-2.3119, -2.1069, -4.5897], [-1.4724, -1.0062, -3.4358], [-0.0494, -0.9058, -3.8449], [-2.2573, 0.4747, -4.0062], [-2.1032, -1.8112, -5.6157], [-3.3690, -2.1656, -4.3364], [-1.8929, -3.0997, -4.4120], [-2.0506, 0.6015, -5.0679], [-1.8543, 1.3062, -3.4326], [-3.3315, 0.4091, -3.8309], [-4.7362, -0.0824, 1.0235], [-3.6633, 1.0279, 0.1162], [-4.5838, 1.9521, -0.5855], [-3.0122, 1.9570, 1.4843], [-5.0510, 0.3709, 1.9625], [-4.2099, -1.0101, 1.2595], [-5.5633, -0.3066, 0.3567], [-2.4705, 2.7953, 1.0511], [-2.3393, 1.3884, 2.1192], [-3.8644, 2.3724, 2.0263], [2.4011, 0.2547, 1.5947], [0.8525, -0.5975, 1.3431], [-0.1968, 0.4584, 1.4516], [1.0139, -0.9794, -0.4281], [3.1701, -0.0296, 0.8790], [2.8142, 0.1105, 2.5905], [2.2440, 1.3228, 1.4312], [2.0418, -0.7341, -0.6902], [0.3632, -0.3156, -0.9893], [0.8743, -2.0420, -0.5931], [5.4545, 3.3112, -1.8346], [4.2708, 2.3240, -0.9259], [4.8226, 2.0394, 0.4227], [3.0681, 3.6461, -0.6889], [5.4872, 4.3322, -1.4579], [5.2127, 3.2391, -2.8941], [6.4466, 2.8793, -1.7006], [2.8435, 4.1609, -1.6205], [3.5109, 4.3113, 0.0520], [2.1657, 3.1873, -0.2874]]
}

Stability summary - winner: b; margin: 648.6 kJ/mol.

a | {
  "formula": "C4H9B",
  "method": "the ωB97M-V functional and the def2-TZVPD basis",
  "multiplicity": 3,
  "species": ["B", "C", "C", "C", "C", "H", "H", "H", "H", "H", "H", "H", "H", "H"],
  "xyz": [[-1.1837, -0.1021, -0.0329], [-2.6452, -0.7351, 0.0813], [-2.5074, 0.8073, -0.1512], [2.6742, 0.5318, 0.1078], [2.2340, -0.8972, -0.1039], [-2.9038, -1.2533, -0.8131], [-2.9969, -1.1203, 1.0815], [-2.6738, 1.4521, 0.6629], [-2.7776, 1.4614, -1.0589], [3.7353, 0.5238, 0.1660], [2.4529, 1.2450, -0.7406], [2.2986, 0.9459, 1.1390], [1.7607, -1.1125, -0.9712], [2.5327, -1.7468, 0.6331]]
}

b | {
  "formula": "C4H9B",
  "method": "the ωB97M-V functional and the def2-TZVPD basis",
  "multiplicity": 3,
  "species": ["B", "C", "C", "C", "C", "H", "H", "H", "H", "H", "H", "H", "H", "H"],
  "xyz": [[-0.1817, -0.3187, 0.1304], [-1.6635, -0.6000, 0.3825], [-0.7060, -1.8652, 0.6736], [1.1363, 1.9000, -0.2740], [0.9856, 0.3896, -0.6208], [-2.3355, -0.4143, 1.0845], [-2.1537, -0.6974, -0.5988], [-0.8017, -2.8053, 0.0342], [-0.5355, -2.1756, 1.6674], [1.6625, 1.9938, 0.8244], [1.7482, 2.3699, -1.1818], [0.0981, 2.2487, -0.1134], [0.8184, 0.0989, -1.5954], [1.9287, -0.1244, -0.4126]]
}

Stability summary - winner: b; margin: 65.0 kJ/mol.